Here is 3 unconnected molecules or ions with the total composition C19H47O3PSi4 at a distorted geometry from OMol25. Energies are from ωB97M-V with the def2-TZVPD basis set.

Each line ends with the Löwdin charge.
CARTESIAN COORDINATES (ANGSTROEM)
H (0.42, -5.54, -0.59)  0.0223
H (3.56, -6.33, -1.58)  0.0347
H (0.60, 3.40, -2.47)  0.0373
C (-2.57, 5.16, -0.76)  -0.1607
H (-2.09, 8.73, -3.96)  0.0336
C (-1.79, 1.84, 2.96)  -0.0264
C (0.64, -4.54, -0.22)  -0.1622
C (-2.73, -1.02, 2.32)  -0.4290
H (-3.62, 5.35, -1.01)  0.0336
H (-0.59, -5.08, 2.79)  0.0052
H (-2.54, 4.63, 0.19)  0.0264
C (5.51, -6.80, 1.04)  -0.1698
H (0.84, -5.73, 3.60)  0.0373
C (0.08, 3.94, -1.68)  -0.1573
C (-2.53, 2.43, -2.13)  -0.1594
O (-1.91, 4.90, -3.60)  -0.2914
O (2.97, -5.35, 1.34)  -0.2903
C (-1.09, 3.29, 3.40)  -0.0546
H (-2.04, -3.18, 3.02)  -0.0272
H (2.02, 3.03, 1.01)  0.0975
H (-1.83, 7.33, -6.59)  0.0322
Si (3.64, -6.82, 0.86)  0.3777
C (0.36, -5.60, 2.63)  -0.1595
H (-1.60, 4.01, 4.21)  0.0929
C (-2.11, 6.38, -6.12)  -0.1700
Si (-1.50, 6.34, -4.34)  0.3772
C (0.36, 6.58, -4.35)  -0.1672
H (-0.31, -3.98, -0.15)  0.0321
H (0.85, 5.72, -4.81)  0.0341
H (0.14, -6.59, 2.22)  0.0238
H (-0.73, -1.18, 3.76)  -0.0159
H (-1.65, 5.57, -6.70)  0.0308
H (-3.30, -1.87, 1.71)  0.1054
H (0.80, 4.72, 2.90)  0.0757
H (-1.40, -2.79, 4.91)  -0.0979
H (3.73, -8.07, -1.29)  0.0329
H (2.07, -2.88, 3.13)  0.0374
P (-1.94, -1.96, 3.83)  0.6623
Si (-1.74, 4.14, -2.11)  0.3811
H (1.28, -4.03, -0.94)  0.0350
C (0.28, 1.27, 1.15)  -0.0037
H (-2.42, 1.95, -1.15)  0.0234
C (2.96, -8.23, 1.90)  -0.1672
H (-3.08, -1.67, 4.68)  -0.0242
H (0.74, 6.68, -3.33)  0.0214
H (-3.19, 6.28, -6.17)  0.0300
C (0.32, 3.69, 2.63)  -0.0858
C (-1.16, 0.81, 1.86)  -0.1685
H (3.45, -9.17, 1.64)  0.0328
H (5.95, -6.01, 0.43)  0.0308
H (1.89, -8.35, 1.74)  0.0218
C (-2.29, 7.79, -3.43)  -0.1683
H (0.19, 3.37, -0.75)  -0.0147
H (-3.60, 2.50, -2.35)  0.0309
H (-1.87, 7.88, -2.42)  0.0216
H (0.63, 7.48, -4.91)  0.0310
H (-2.06, 1.79, -2.88)  0.0315
H (3.13, -8.03, 2.97)  0.0343
H (5.93, -7.76, 0.72)  0.0331
H (0.79, 0.57, 0.33)  0.1059
H (-2.07, 6.12, -0.64)  0.0220
H (2.15, -7.29, -1.08)  0.0222
H (-2.80, 1.59, 3.51)  0.0741
Si (1.47, -4.62, 1.47)  0.3782
C (3.23, -7.16, -0.95)  -0.1675
O (-1.74, -0.46, 1.39)  -0.2200
H (2.23, -2.26, 1.47)  0.0324
H (0.63, -2.41, 2.21)  -0.0060
C (1.01, 2.69, 1.53)  -0.0866
H (5.80, -6.63, 2.09)  0.0307
H (-3.58, -0.27, 2.65)  0.0836
H (-3.37, 7.65, -3.35)  0.0340
H (0.55, 4.91, -1.55)  0.0259
C (1.62, -2.87, 2.13)  -0.1590

Calculated values
SMILES: C[Si](C)(C)O[Si](C)(C)C.C[Si](C)(C)O[Si](C)(C)C.[PH4]COc1ccccc1
energy: -2477.0897 Eh

***

Here is a molecular structure, C19H48BrF9N4O15S3V at a distorted geometry from OMol25. Energies are from ωB97M-V with the def2-TZVPD basis set.

Each line ends with the Löwdin charge.
CARTESIAN COORDINATES (ANGSTROEM)
F (0.70, 7.18, -2.47)  0.1358
Br (-4.16, 4.14, 0.82)  -0.1534
H (0.16, 2.79, -5.71)  0.1651
N (0.00, 2.66, -4.72)  0.2189
H (-2.82, -3.48, 2.51)  0.1119
H (-4.50, -3.14, 2.70)  0.1436
C (4.58, -2.99, -0.18)  -0.3086
H (4.07, -4.82, -0.95)  0.1661
C (-4.25, 0.39, -3.04)  -0.5565
H (-2.52, -5.36, 0.73)  0.1584
C (-0.77, -0.70, 2.44)  -0.1596
H (-5.11, -5.35, 1.62)  0.1601
O (-1.28, 4.66, -0.59)  -0.4234
C (6.03, -3.38, -0.49)  -0.0368
H (1.10, -0.59, -4.46)  0.0686
H (4.26, -3.37, 0.80)  0.1586
F (-3.25, -0.52, -3.11)  0.0712
H (0.01, 3.46, -4.10)  0.0713
F (2.17, 4.98, 1.58)  0.1438
O (-2.77, 2.39, -4.36)  -0.3397
F (2.75, 3.64, 3.28)  0.1444
H (-0.21, 0.01, -5.37)  0.0845
H (-1.21, -0.60, 5.93)  0.1756
H (6.19, -4.41, -0.16)  0.0895
C (3.56, 3.56, -2.52)  -0.0655
S (-3.54, 2.30, -3.11)  0.5583
H (3.18, 0.68, -1.25)  0.0751
N (-3.07, -5.99, 1.31)  0.2477
H (1.40, 0.39, 3.54)  0.0950
H (-1.77, -0.44, 2.09)  0.0980
H (1.17, -2.27, 1.33)  0.0813
H (1.41, -0.97, 4.67)  0.0756
C (1.92, 3.87, 2.29)  -0.6409
H (4.38, 3.49, -3.24)  0.0916
O (-2.78, 2.50, -1.90)  -0.3980
H (-3.86, -1.34, -0.29)  0.0918
C (-3.80, -3.69, 2.08)  -0.1654
H (-3.40, -5.47, 4.11)  0.0881
H (1.37, 0.60, -5.87)  0.0801
H (2.84, 0.52, 0.51)  0.0895
F (0.11, 7.16, -0.29)  0.1830
H (-3.74, -1.27, 1.42)  0.0907
F (2.01, 2.82, 1.48)  0.0902
O (0.11, 3.29, 4.26)  -0.3450
H (-1.10, -1.88, 4.87)  0.1545
S (0.05, 3.86, 2.93)  0.5685
C (0.61, -2.57, 2.21)  -0.0854
O (-4.73, 3.13, -3.21)  -0.2774
F (-4.98, 0.14, -4.18)  0.0790
C (0.39, 6.50, -1.38)  -0.6585
F (-5.04, 0.26, -1.97)  0.1330
H (-0.07, -0.18, 1.79)  0.1453
C (0.86, -0.09, 4.36)  -0.0296
H (-0.94, 2.30, -4.64)  0.0761
H (4.01, -3.53, -2.04)  0.1757
H (2.59, 2.46, -4.80)  0.1389
C (-0.58, -0.20, 3.87)  -0.2698
H (0.98, 0.51, 5.26)  0.0955
C (0.84, 1.54, -4.02)  -0.2430
S (-1.09, 5.39, -1.86)  0.5568
O (-0.80, 3.16, 1.94)  -0.4159
O (-0.33, 5.31, 2.94)  -0.3173
C (2.62, 0.14, -0.49)  -0.0244
H (-2.37, -6.46, 1.87)  0.1589
H (0.54, -3.65, 2.14)  0.0771
C (0.77, 0.30, -5.01)  -0.0240
F (1.45, 5.72, -1.08)  0.0986
O (-2.18, 6.21, -2.35)  -0.2736
C (2.21, 2.12, -3.84)  -0.2263
H (6.71, -2.86, 0.18)  0.1089
O (-0.73, -2.11, 2.42)  -0.1938
O (2.22, 3.12, -2.85)  -0.1552
N (3.78, -3.86, -1.11)  0.2294
O (-0.60, 2.07, -0.53)  -0.3610
H (2.81, 1.29, -3.47)  0.1122
C (-4.28, -5.73, 3.53)  -0.0345
H (3.59, 4.38, -1.81)  0.0932
C (-3.48, -1.89, 0.56)  -0.1036
H (-4.52, -6.80, 3.50)  0.0912
H (3.93, 2.81, -1.81)  0.0573
O (-0.67, 4.51, -2.96)  -0.3445
O (3.06, -1.24, -0.56)  -0.2070
H (-3.43, -6.77, 0.78)  0.1713
H (-5.17, -5.31, 3.99)  0.1011
C (4.42, -1.50, -0.42)  -0.1974
H (1.55, 0.26, -0.68)  0.0908
H (-1.17, 0.70, 4.05)  0.1565
O (-3.99, -3.17, 0.73)  -0.1769
H (-2.41, -2.09, 0.45)  0.0883
H (5.08, -1.27, -1.26)  0.1403
H (-2.32, -0.65, 4.88)  0.1751
C (-4.14, -5.19, 2.09)  -0.2626
N (-1.34, -0.91, 4.97)  0.2245
H (2.79, -3.86, -0.91)  0.1643
H (1.26, -2.43, 3.08)  0.0756
V (-1.93, 2.53, 0.11)  0.6847
H (6.33, -3.35, -1.54)  0.1038
O (-2.78, 1.20, 0.59)  -0.4508
H (0.25, 1.28, -3.14)  0.1454
H (4.80, -0.99, 0.46)  0.1503

Calculated values
net charge: +1
energy: -7711.2426 Eh
relative energy (zero: lowest compared OMol25 entry of this formula, charge and spin): 194.2 kcal per mole

***

Here is a molecular structure, C19H48NO13P4 at a distorted geometry from OMol25. Energies are from ωB97M-V with the def2-TZVPD basis set.

Each line ends with the Löwdin charge.
CARTESIAN COORDINATES (ANGSTROEM)
H (-0.54, -2.19, -0.62)  0.0591
H (5.05, 1.15, 0.57)  0.0849
C (-0.33, -3.04, -1.26)  -0.0932
C (5.17, -3.84, 0.27)  -0.0900
H (0.12, -3.48, -3.32)  0.1098
C (4.08, -4.04, 1.30)  -0.3012
O (-3.07, -0.43, -3.94)  -0.2150
C (0.36, -1.07, 3.76)  -0.0603
H (3.46, -7.12, -3.39)  0.0497
H (-3.75, 6.50, 0.74)  0.0837
O (3.63, -2.82, 1.84)  -0.1742
P (4.40, -6.82, -2.41)  1.1534
H (-1.94, 0.13, -6.30)  0.0777
H (-1.12, 3.06, -0.93)  0.0665
H (-0.32, 3.28, 5.32)  0.0769
C (3.18, 0.35, -0.13)  -0.2348
H (3.42, 0.46, -1.19)  0.1215
N (7.67, -7.70, -2.10)  0.2408
H (-3.64, -0.27, -6.55)  0.0785
O (1.32, -2.79, 1.04)  -0.2249
C (-5.08, -0.70, -1.46)  -0.0617
H (0.57, -3.52, -0.88)  0.0383
H (-5.24, -0.96, -2.51)  0.0775
H (3.75, 1.22, 1.75)  0.0838
H (-5.10, -1.63, -0.89)  0.0844
H (-5.04, 6.34, 1.95)  0.0843
H (1.50, 3.42, 0.61)  0.1114
H (0.17, -0.71, 1.64)  0.1057
H (3.96, -5.78, -1.58)  0.0255
H (-4.62, 4.16, 0.81)  0.1181
P (2.53, -1.94, 1.01)  0.5130
H (-4.29, 1.07, -4.58)  0.1172
O (3.57, -1.00, 0.26)  -0.1860
H (-3.02, 4.69, 4.98)  0.1178
H (-3.33, 6.41, 2.44)  0.0782
C (0.44, 3.14, 0.56)  -0.2772
H (0.86, 0.62, 2.55)  0.0987
H (4.59, -7.96, -1.62)  0.0607
H (-0.69, 4.93, 5.78)  0.0795
H (-1.16, -3.74, -1.15)  0.0903
C (-3.24, 0.77, -4.71)  -0.2921
H (-0.67, -0.76, 3.97)  0.0790
H (2.11, 0.51, -0.01)  0.1024
H (1.00, -0.76, 4.58)  0.0820
O (-0.77, 0.25, -3.55)  -0.2259
O (-1.77, 4.42, 3.38)  -0.2055
C (3.98, 1.33, 0.69)  -0.0565
C (-1.12, 3.94, 5.66)  -0.0695
P (-1.80, -0.61, -2.94)  0.4662
O (5.81, -6.43, -3.08)  -0.1966
C (-3.93, 4.53, 1.58)  -0.2437
C (-0.17, -2.62, -2.71)  -0.2805
H (-2.61, 1.57, -4.34)  0.1048
H (-1.47, 3.59, 6.63)  0.0792
H (0.60, -1.86, -2.81)  0.1037
O (-2.59, 4.18, 1.16)  -0.1814
C (-2.25, 3.97, 4.66)  -0.2894
H (0.36, 2.08, 0.80)  0.0872
C (0.84, -0.46, 2.47)  -0.2800
H (-4.20, 4.05, 2.52)  0.1132
H (3.76, 2.36, 0.38)  0.0775
O (-1.48, 2.07, 2.74)  -0.2208
H (5.98, -3.23, 0.66)  0.0917
H (-2.73, 3.00, 4.57)  0.1052
H (4.78, -3.33, -0.62)  0.0671
P (-1.62, 3.40, 2.13)  0.4355
O (2.19, -0.88, 2.18)  -0.2083
H (0.52, 2.89, -1.58)  0.0766
H (4.46, -4.63, 2.14)  0.1249
C (-4.02, 6.03, 1.69)  -0.0629
H (3.23, -4.59, 0.87)  0.0996
O (-0.22, 3.92, 1.56)  -0.1624
C (-3.76, 0.00, -1.28)  -0.2450
O (-2.70, -0.90, -1.66)  -0.1845
C (-2.96, 0.49, -6.17)  -0.0712
H (-3.61, 0.25, -0.23)  0.1182
C (6.87, -6.97, -2.50)  -0.3537
H (0.39, -2.16, 3.71)  0.0769
H (-0.09, 4.48, -1.06)  0.0866
H (-3.72, 0.93, -1.85)  0.1118
H (-3.08, 1.40, -6.77)  0.0791
O (-1.40, -2.14, -3.25)  -0.1777
H (5.59, -4.81, -0.04)  0.0496
C (-0.09, 3.41, -0.83)  -0.0625
H (-5.91, -0.07, -1.13)  0.0839

Calculated values
net charge: +1
energy: -3150.8779 Eh
relative energy (zero: lowest compared OMol25 entry of this formula, charge and spin): 0.0 kcal per mole